w:
Formula: C17H25N3O3
Source: the OMol25 dataset
Level of theory: ωB97M-V with the def2-TZVPD basis set

Its HOMO energy is -7.96 eV. Its molar mass is 319.405 Da. As for the spin multiplicity: 1. The SMILES is CCOc1ccc(NC(=O)C(=O)NC[C@@H]2CCCN2CC)cc1. The value obtained for the orbital gap is 8.8 eV. For the LUMO energy, the calculation gives 0.84 eV.

Atoms and positions in Å:
C (6.277, 4.881, -1.533)
C (6.479, 4.409, -0.095)
O (6.532, 3.001, 0.014)
C (5.387, 2.270, -0.068)
C (4.095, 2.781, -0.136)
C (3.005, 1.931, -0.196)
C (3.185, 0.553, -0.190)
N (2.115, -0.340, -0.255)
C (0.794, -0.105, -0.319)
O (0.215, 0.967, -0.333)
C (0.023, -1.430, -0.376)
O (0.604, -2.505, -0.372)
N (-1.295, -1.242, -0.451)
C (-2.266, -2.306, -0.438)
C (-3.144, -2.250, 0.808)
C (-4.036, -3.500, 0.985)
C (-5.208, -2.996, 1.837)
C (-4.962, -1.473, 1.958)
N (-4.025, -1.091, 0.916)
C (-4.619, -0.518, -0.275)
C (-5.636, -1.361, -1.056)
C (4.478, 0.037, -0.118)
C (5.562, 0.883, -0.058)
H (5.326, 4.532, -1.926)
H (6.298, 5.966, -1.568)
H (7.073, 4.491, -2.163)
H (7.454, 4.744, 0.271)
H (5.705, 4.820, 0.564)
H (3.913, 3.844, -0.141)
H (2.008, 2.336, -0.248)
H (2.342, -1.334, -0.257)
H (-1.612, -0.282, -0.377)
H (-2.869, -2.268, -1.349)
H (-1.701, -3.243, -0.432)
H (-2.475, -2.186, 1.679)
H (-4.378, -3.861, 0.015)
H (-3.487, -4.306, 1.469)
H (-5.222, -3.462, 2.821)
H (-6.162, -3.202, 1.355)
H (-5.878, -0.889, 1.889)
H (-4.491, -1.255, 2.923)
H (-3.810, -0.221, -0.946)
H (-5.114, 0.401, 0.053)
H (-5.186, -2.268, -1.452)
H (-6.015, -0.777, -1.892)
H (-6.477, -1.637, -0.426)
H (4.628, -1.033, -0.111)
H (6.566, 0.495, 0.000)

=====

x:
Formula: C17H25N3O3
Source: the OMol25 dataset
Level of theory: ωB97M-V with the def2-TZVPD basis set

Its HOMO energy is -9.10 eV. Its molar mass is 319.405 Da. As for the spin multiplicity: 1. The SMILES is CNC(=O)[C@H](NC(=O)[C@@H](Cc1ccccc1)NC(C)=O)C(C)C. The value obtained for the orbital gap is 9.6 eV. For the LUMO energy, the calculation gives 0.49 eV.

Atoms and positions in Å:
C (1.164, 1.923, -3.707)
N (1.587, 0.956, -2.685)
C (2.039, -0.339, -2.884)
O (2.353, -0.649, -4.026)
C (2.259, -1.317, -1.748)
N (1.094, -1.421, -0.778)
C (0.663, -0.433, 0.001)
O (1.417, 0.517, 0.377)
C (-0.819, -0.327, 0.308)
C (-0.973, -0.675, 1.857)
C (-2.295, -0.555, 2.600)
C (-3.266, -1.459, 2.078)
C (-4.612, -1.260, 2.559)
C (-4.879, -0.371, 3.568)
C (-3.891, 0.366, 4.275)
C (-2.591, 0.238, 3.784)
N (-1.367, 1.020, 0.031)
C (-1.790, 1.489, -1.113)
C (-2.106, 3.035, -1.148)
O (-1.869, 0.832, -2.171)
C (3.611, -1.415, -0.955)
C (4.249, -0.003, -0.719)
C (3.855, -2.175, 0.368)
H (1.498, 1.607, -4.715)
H (1.493, 2.887, -3.278)
H (0.077, 1.899, -3.627)
H (1.641, 1.211, -1.739)
H (2.266, -2.297, -2.293)
H (0.436, -2.189, -0.837)
H (-1.381, -1.074, -0.296)
H (-0.519, -1.585, 2.141)
H (-0.288, -0.069, 2.349)
H (-3.193, -2.197, 1.302)
H (-5.443, -1.934, 2.123)
H (-5.884, -0.320, 3.951)
H (-4.183, 1.004, 5.052)
H (-1.859, 1.012, 3.996)
H (-1.365, 1.563, 0.919)
H (-1.988, 3.521, -0.153)
H (-1.603, 3.588, -1.985)
H (-3.156, 3.178, -1.289)
H (4.267, -1.921, -1.551)
H (4.880, 0.250, -1.578)
H (3.570, 0.851, -0.703)
H (4.897, 0.012, 0.169)
H (4.902, -2.214, 0.465)
H (3.548, -1.562, 1.224)
H (3.556, -3.194, 0.481)

=====

Quick look at relative energies in kJ/mol: w 0.0; x 209.0.

=====

w:
Formula: C4H4ClF
Source: the OMol25 dataset
Level of theory: ωB97M-V with the def2-TZVPD basis set

Its HOMO energy is -10.54 eV. Its molar mass is 106.527 Da. As for the spin multiplicity: 1. The SMILES is C#C[C@@](C)(F)Cl. The value obtained for the orbital gap is 11.3 eV. For the LUMO energy, the calculation gives 0.72 eV.

Atoms and positions in Å:
C (-1.693, -1.485, -0.069)
C (-0.687, -0.835, 0.120)
C (0.524, -0.103, 0.380)
C (0.558, 1.192, -0.341)
F (0.277, -0.083, 1.716)
Cl (1.999, -1.281, 0.121)
H (-2.705, -1.801, -0.168)
H (0.669, 0.884, -1.356)
H (-0.433, 1.647, -0.344)
H (1.492, 1.865, -0.058)

=====

x:
Formula: C4H4ClF
Source: the OMol25 dataset
Level of theory: ωB97M-V with the def2-TZVPD basis set

Its HOMO energy (spin up / spin down) is -8.11 / -10.54 eV. Its molar mass is 106.527 Da. As for the spin multiplicity: 1. The value obtained for the orbital gap (spin up / spin down) is 7.7 / 10.1 eV. For the LUMO energy (spin up / spin down), the calculation gives -0.43 / -0.42 eV.

Atoms and positions in Å:
C (-0.231, 1.048, 0.714)
C (0.204, -0.202, 1.043)
C (0.747, 1.161, -0.386)
C (1.276, -0.251, 0.078)
F (1.687, 2.151, -0.160)
Cl (2.928, -0.854, 0.247)
H (-0.880, 1.723, 1.059)
H (-0.034, -0.987, 1.810)
H (0.479, 1.193, -1.374)
H (1.031, -2.009, -1.840)

=====

Quick look at relative energies in kJ/mol: w 0.0; x 323.5.

=====

w:
Formula: C3H4S
Source: the OMol25 dataset
Level of theory: ωB97M-V with the def2-TZVPD basis set

Its HOMO energy is -8.75 eV. Its molar mass is 72.132 Da. As for the spin multiplicity: 1. The SMILES is C=CC=S. The value obtained for the orbital gap is 7.8 eV. For the LUMO energy, the calculation gives -0.92 eV.

Atoms and positions in Å:
C (0.624, -0.013, -0.182)
C (-0.510, 0.665, 0.136)
C (-1.736, -0.198, 0.224)
S (-3.419, 0.103, -0.005)
H (1.526, 0.490, -0.223)
H (0.423, -1.088, -0.329)
H (-0.391, 1.688, 0.270)
H (-1.561, -1.357, 0.385)

=====

x:
Formula: C3H4S
Source: the OMol25 dataset
Level of theory: ωB97M-V with the def2-TZVPD basis set

Its HOMO energy (spin up / spin down) is -7.99 / -7.99 eV. Its molar mass is 72.132 Da. As for the spin multiplicity: 1. The value obtained for the orbital gap (spin up / spin down) is 7.8 / 7.8 eV. For the LUMO energy (spin up / spin down), the calculation gives -0.23 / -0.23 eV.

Atoms and positions in Å:
C (-0.259, -0.984, 0.616)
C (0.114, 0.039, 1.379)
C (0.553, 0.120, 0.037)
S (-0.674, 1.604, -1.872)
H (-0.633, -1.914, 0.279)
H (0.023, 0.390, 2.445)
H (1.514, 0.273, -0.280)
H (-0.638, 0.472, -2.604)

=====

Quick look at relative energies in kJ/mol: w 0.0; x 270.4.

=====

w:
Formula: C4H3NO4
Source: the OMol25 dataset
Level of theory: ωB97M-V with the def2-TZVPD basis set

Its HOMO energy is -10.23 eV. Its molar mass is 129.071 Da. As for the spin multiplicity: 1. The SMILES is O=C(O)c1co[nH]c1=O. The value obtained for the orbital gap is 10.0 eV. For the LUMO energy, the calculation gives -0.21 eV.

Atoms and positions in Å:
O (-0.280, 2.554, -0.993)
C (0.066, 1.406, -1.060)
O (0.828, 1.001, -2.109)
C (-0.237, 0.319, -0.086)
C (-1.039, 0.418, 1.089)
O (-0.805, -0.664, 1.878)
N (0.119, -1.409, 1.189)
C (0.495, -0.931, -0.073)
O (1.096, -1.515, -0.918)
H (1.162, 0.068, -2.049)
H (-1.687, 1.106, 1.580)
H (0.282, -2.354, 1.552)

=====

x:
Formula: C4H3NO4
Source: the OMol25 dataset
Level of theory: ωB97M-V with the def2-TZVPD basis set

Its HOMO energy is -9.70 eV. Its molar mass is 129.071 Da. As for the spin multiplicity: 1. The SMILES is O=c1nc(O)occ1O. The value obtained for the orbital gap is 10.0 eV. For the LUMO energy, the calculation gives 0.29 eV.

Atoms and positions in Å:
O (-1.701, -1.867, 0.096)
C (-0.780, -1.030, 0.000)
N (0.557, -1.358, 0.046)
C (1.424, -0.450, 0.023)
O (2.710, -0.701, -0.144)
O (1.236, 0.866, 0.181)
C (-0.130, 1.308, 0.032)
C (-1.066, 0.385, -0.074)
O (-2.345, 0.598, -0.118)
H (3.220, 0.088, -0.140)
H (-0.284, 2.393, 0.124)
H (-2.841, -0.233, -0.027)

=====

Quick look at relative energies in kJ/mol: w 87.4; x 0.0.